Computed, not measured: the molecule C13H21N3O2S in a non-equilibrium geometry, with wB97M-V/def2-TZVPD.

Atoms and positions in Å:
C1 3.62 0.90 1.29
C2 2.75 -0.36 1.30
C3 1.65 -0.33 2.36
C4 0.64 0.81 2.20
C5 -0.13 0.73 0.89
C6 -1.24 1.77 0.81
C7 -1.85 1.90 -0.59
C8 -2.43 0.63 -1.21
C9 -1.87 0.61 -2.65
C10 -1.25 -0.72 -3.07
S1 0.31 -1.07 -2.18
C11 -0.25 -2.22 -1.02
N1 -1.50 -2.60 -0.81
C12 -1.39 -3.49 0.20
N2 -0.17 -3.68 0.62
N3 0.57 -2.87 -0.16
O1 -0.88 1.63 -2.73
C13 -0.80 2.36 -1.60
O2 -0.01 3.24 -1.46
H1 4.45 0.78 0.60
H2 3.04 1.76 0.98
H3 4.02 1.09 2.29
H4 2.31 -0.49 0.31
H5 3.39 -1.22 1.49
H6 2.12 -0.24 3.34
H7 1.12 -1.28 2.35
H8 -0.08 0.75 3.03
H9 1.14 1.77 2.28
H10 -0.55 -0.27 0.79
H11 0.56 0.89 0.06
H12 -2.03 1.53 1.52
H13 -0.83 2.75 1.07
H14 -2.60 2.70 -0.56
H15 -3.52 0.64 -1.23
H16 -2.11 -0.26 -0.68
H17 -2.65 0.86 -3.38
H18 -0.97 -0.68 -4.12
H19 -1.92 -1.54 -2.87
H20 -2.24 -3.99 0.62
H21 1.56 -2.79 -0.05

HOMO   -8.97 eV
DFT total energy   -33223.1436 eV
E_LUMO   0.64 eV
Total charge   0
SMILES   CCCCCC[C@@H]1C[C@H](CSc2ncn[nH]2)OC1=O

=====

Computed, not measured: a structure of composition C13H22As2IrNOSe2Te2 in a non-equilibrium geometry, with wB97M-V/def2-TZVPD.

Atoms and positions in Å:
Ir1 -1.06 1.16 2.05
N1 -4.62 -0.63 1.11
C1 -3.69 0.10 1.73
O1 -2.58 -0.41 1.97
C2 -4.00 1.52 2.09
C3 -2.74 2.14 2.68
H1 -4.42 -1.58 0.86
H2 -5.52 -0.24 0.88
H3 -4.84 1.53 2.79
H4 -4.34 2.03 1.19
H5 -2.68 1.97 3.77
H6 -2.74 3.22 2.53
C4 -1.92 -1.68 -2.45
As1 -0.94 -1.04 -0.86
C5 -0.25 -2.82 -0.39
C6 0.66 -0.32 -1.78
C7 0.56 -0.03 -3.14
C8 1.58 0.60 -3.84
C9 2.74 0.97 -3.18
C10 2.86 0.70 -1.82
C11 1.83 0.07 -1.13
As2 2.30 -0.32 0.72
C12 3.27 -1.99 0.55
C13 3.67 0.95 1.21
H7 -2.40 -0.85 -2.97
H8 -2.70 -2.34 -2.08
H9 -1.28 -2.23 -3.14
H10 0.21 -3.30 -1.25
H11 -1.11 -3.41 -0.05
H12 0.44 -2.75 0.44
H13 -0.33 -0.30 -3.69
H14 1.46 0.81 -4.89
H15 3.54 1.47 -3.70
H16 3.77 1.00 -1.32
H17 4.31 -1.78 0.29
H18 2.82 -2.60 -0.23
H19 3.22 -2.52 1.50
H20 4.61 0.72 0.69
H21 3.80 0.83 2.28
H22 3.33 1.96 1.01
Se1 0.05 3.79 2.72
Te1 0.09 2.74 0.47
Te2 2.18 3.41 3.92
Se2 0.83 -0.54 2.44

HOMO (spin up / spin down)   -6.43 / -6.29 eV
DFT total energy   -287169.6052 eV
E_LUMO (spin up / spin down)   -0.16 / -1.05 eV
Total charge   0

=====

Computed, not measured: a structure of composition C13H22BNO2Tm in a non-equilibrium geometry, with wB97M-V/def2-TZVPD.

Atoms and positions in Å:
C1 -0.97 0.56 -4.23
C2 0.35 0.74 -4.76
C3 1.04 1.68 -3.93
C4 0.14 2.11 -2.89
C5 -1.11 1.42 -3.09
Tm1 0.46 -0.22 -2.50
N1 -0.82 -0.78 -0.84
C6 -0.34 -3.06 -2.19
C7 0.72 -2.76 -3.01
H1 2.05 2.06 -4.09
H2 0.74 0.28 -5.66
H3 0.34 2.87 -2.14
H4 -2.02 1.58 -2.51
H5 -1.76 -0.06 -4.67
H6 0.62 -2.76 -4.12
H7 -1.34 -3.22 -2.59
H8 -1.62 -1.40 -0.90
H9 1.75 -2.68 -2.64
H10 -0.20 -3.25 -1.12
C8 0.51 -1.20 3.73
C9 -0.33 -0.41 2.75
C10 -1.68 -0.15 3.41
O1 -0.54 -1.23 1.58
B1 -0.52 -0.36 0.47
O2 -0.12 0.96 0.77
C11 0.35 0.92 2.14
C12 -0.05 2.20 2.85
C13 1.88 0.80 2.10
H11 0.00 -2.14 3.97
H12 0.65 -0.65 4.67
H13 1.50 -1.44 3.32
H14 -2.18 -1.10 3.59
H15 -1.55 0.34 4.38
H16 -2.33 0.47 2.78
H17 0.31 2.18 3.89
H18 0.40 3.07 2.36
H19 -1.13 2.34 2.86
H20 2.19 -0.13 1.59
H21 2.29 1.64 1.54
H22 2.31 0.80 3.12

HOMO (spin up / spin down)   0.19 / -1.32 eV
DFT total energy   -49629.3629 eV
E_LUMO (spin up / spin down)   2.71 / 2.67 eV
Multiplicity   3
⟨S²⟩   2.119
Total charge   -1

=====

Computed, not measured: a cluster of 5 separate species, C13H22Cl12NO in total in a non-equilibrium geometry, with wB97M-V/def2-TZVPD.

Atoms and positions in Å:
C1 -28.78 8.47 -29.98
Cl1 -29.39 8.48 -31.69
Cl2 -27.47 9.62 -29.66
Cl3 -28.10 6.75 -29.67
H1 -29.60 8.68 -29.29
C2 -29.09 9.80 -35.06
Cl4 -27.66 10.62 -35.70
Cl5 -29.14 8.05 -35.47
Cl6 -30.59 10.60 -35.64
H2 -29.03 9.90 -33.98
C3 -25.01 6.42 -27.84
Cl7 -26.21 6.88 -26.59
Cl8 -23.63 5.63 -27.14
Cl9 -24.47 7.85 -28.77
H3 -25.54 5.82 -28.59
C4 -24.90 10.50 -31.94
Cl10 -25.59 8.81 -32.01
Cl11 -25.86 11.39 -32.99
Cl12 -23.20 10.46 -32.36
H4 -25.11 10.89 -30.94
C5 -34.09 7.59 -25.14
C6 -32.53 7.44 -24.93
C7 -32.41 6.43 -23.84
C8 -32.64 5.01 -24.14
C9 -31.69 4.55 -25.18
C10 -31.70 5.44 -26.49
N1 -31.75 6.93 -26.11
O1 -31.36 7.81 -27.19
C11 -30.39 5.02 -27.21
C12 -32.87 5.01 -27.40
C13 -31.92 8.76 -24.33
H5 -34.57 8.21 -24.38
H6 -34.58 6.62 -25.14
H7 -34.49 7.97 -26.09
H8 -31.40 6.56 -23.47
H9 -33.10 6.64 -23.03
H10 -33.63 4.86 -24.58
H11 -32.46 4.34 -23.30
H12 -31.83 3.51 -25.48
H13 -30.74 4.54 -24.65
H14 -30.26 5.46 -28.20
H15 -29.59 5.36 -26.54
H16 -30.23 3.95 -27.23
H17 -32.74 3.95 -27.63
H18 -33.86 5.22 -27.00
H19 -32.73 5.61 -28.29
H20 -32.17 9.60 -24.98
H21 -30.84 8.75 -24.20
H22 -32.41 8.91 -23.37

HOMO (spin up / spin down)   -12.36 / -12.36 eV
DFT total energy   -167631.7955 eV
E_LUMO (spin up / spin down)   -2.89 / -8.16 eV
Multiplicity   3
⟨S²⟩   2.008
Total charge   +1

=====

Computed, not measured: the molecule C13H22Cl3N3O3S2, with wB97M-V/def2-TZVPD.

Atoms and positions in Å:
C1 -3.24 -2.09 -1.64
C2 -2.46 -2.31 -0.35
C3 -0.97 -2.51 -0.61
C4 -0.18 -2.66 0.69
C5 1.31 -2.89 0.44
C6 1.98 -1.69 -0.20
O1 2.35 -1.64 -1.35
N1 2.14 -0.64 0.67
C7 2.81 0.60 0.35
N2 2.53 1.09 -0.97
C8 1.37 1.70 -1.34
S1 1.11 2.08 -2.92
N3 0.50 2.05 -0.34
C9 -0.85 2.48 -0.63
C10 -1.27 3.59 0.35
C11 -1.50 2.97 1.73
S2 -1.72 1.19 1.40
O2 -2.93 0.68 1.98
O3 -0.49 0.51 1.77
C12 -1.80 1.32 -0.41
C13 4.34 0.47 0.51
Cl1 5.07 2.08 0.35
Cl2 5.07 -0.62 -0.68
Cl3 4.68 -0.16 2.14
H1 -4.29 -1.92 -1.43
H2 -2.86 -1.23 -2.19
H3 -3.15 -2.96 -2.29
H4 -2.60 -1.46 0.32
H5 -2.85 -3.19 0.16
H6 -0.57 -1.66 -1.18
H7 -0.82 -3.40 -1.23
H8 -0.33 -1.77 1.31
H9 -0.57 -3.52 1.24
H10 1.44 -3.73 -0.24
H11 1.82 -3.11 1.38
H12 1.69 -0.70 1.57
H13 2.50 1.35 1.08
H14 3.01 0.62 -1.73
H15 0.57 1.52 0.52
H16 -0.85 2.85 -1.66
H17 -0.50 4.36 0.38
H18 -2.19 4.04 -0.02
H19 -2.39 3.33 2.23
H20 -0.64 3.07 2.38
H21 -2.82 1.54 -0.69
H22 -1.46 0.40 -0.87

HOMO   -8.43 eV
DFT total energy   -83689.7023 eV
E_LUMO   0.25 eV
Total charge   0
SMILES   CCCCCC(=O)N[C@H](NC(=S)N[C@@H]1CCS(=O)(=O)C1)C(Cl)(Cl)Cl

=====

Computed, not measured: a structure of composition C13H22ClNO3PSSr in a non-equilibrium geometry, with wB97M-V/def2-TZVPD.

Atoms and positions in Å:
O1 0.34 1.17 2.74
C1 1.24 0.45 2.49
C2 1.13 -1.04 2.48
C3 -0.05 -1.51 1.63
P1 0.49 -2.20 -0.10
C4 -1.31 -2.00 -0.78
C5 -1.57 -0.68 -1.53
C6 -2.76 0.15 -1.01
C7 -2.28 1.28 -0.11
S1 -3.66 2.11 0.68
O2 -3.18 3.24 1.39
O3 -4.68 2.30 -0.31
Cl1 -4.35 0.70 1.96
N1 2.52 1.02 2.03
C8 2.46 0.97 0.61
C9 1.37 1.60 0.00
C10 1.20 1.51 -1.37
C11 2.13 0.81 -2.16
C12 3.21 0.22 -1.53
C13 3.38 0.30 -0.15
H1 0.96 -1.31 3.52
H2 2.05 -1.52 2.15
H3 -0.78 -0.73 1.49
H4 -0.54 -2.33 2.16
H5 0.86 -0.80 -0.50
H6 1.86 -2.42 0.38
H7 0.16 -3.59 0.27
H8 0.93 -2.69 -1.42
H9 -1.49 -2.82 -1.47
H10 -2.02 -2.12 0.03
H11 -1.82 -0.93 -2.56
H12 -0.68 -0.05 -1.57
H13 -3.27 0.60 -1.85
H14 -3.48 -0.46 -0.48
H15 -1.60 0.96 0.67
H16 -1.83 2.10 -0.66
H17 3.25 0.39 2.33
H18 0.64 2.12 0.60
H19 0.28 1.97 -1.73
H20 2.01 0.70 -3.24
H21 3.92 -0.36 -2.09
H22 4.21 -0.20 0.32
Sr1 0.74 3.11 -3.30

HOMO   -8.97 eV
DFT total energy   -54937.7039 eV
E_LUMO   -6.58 eV
Total charge   +1

=====

Computed, not measured: a structure of composition C13H22IrN6S2 in a non-equilibrium geometry, with wB97M-V/def2-TZVPD.

Atoms and positions in Å:
Ir1 -0.70 0.51 -1.18
C1 2.95 -0.96 -3.48
C2 1.61 -0.71 -2.92
N1 1.10 0.46 -2.63
N2 1.60 1.64 -3.05
C3 0.84 2.76 -3.02
N3 1.23 3.86 -3.60
S1 -0.69 2.74 -2.19
C4 0.65 -1.81 -2.71
C5 0.86 -3.11 -3.18
C6 -0.19 -4.02 -3.16
C7 -1.43 -3.63 -2.67
C8 -1.55 -2.33 -2.17
N4 -0.54 -1.47 -2.18
H1 3.63 -0.12 -3.37
H2 2.90 -1.22 -4.54
H3 3.39 -1.83 -3.00
H4 2.48 1.65 -3.58
H5 2.12 3.97 -4.09
H6 0.64 4.69 -3.61
H7 1.82 -3.41 -3.56
H8 -0.06 -5.03 -3.53
H9 -2.29 -4.27 -2.66
H10 -2.50 -1.99 -1.80
C9 1.62 0.85 3.33
N5 0.27 0.59 3.74
C10 0.13 0.26 5.12
C11 -0.72 0.53 2.82
S2 -0.17 0.00 1.22
N6 -2.00 0.73 3.11
C12 -3.05 0.39 2.20
C13 -2.46 1.40 4.30
H11 2.16 1.33 4.15
H12 1.65 1.49 2.44
H13 2.15 -0.09 3.11
H14 1.00 -0.34 5.43
H15 -0.78 -0.30 5.34
H16 0.17 1.15 5.77
H17 -2.70 -0.29 1.42
H18 -3.48 1.29 1.74
H19 -3.87 -0.10 2.74
H20 -1.69 2.02 4.76
H21 -2.82 0.69 5.06
H22 -3.32 2.03 4.06

HOMO (spin up / spin down)   -21.20 / -21.21 eV
DFT total energy   -47241.2045 eV
E_LUMO (spin up / spin down)   -12.73 / -16.35 eV
Multiplicity   6
⟨S²⟩   8.816
Total charge   +4

=====

Computed, not measured: a structure of composition C13H22N4NaO3S in a non-equilibrium geometry, with wB97M-V/def2-TZVPD.

Atoms and positions in Å:
C1 -0.86 -2.34 -3.86
C2 -1.70 -1.42 -4.38
H1 -1.35 -3.25 -3.46
H2 0.19 -2.36 -4.22
C3 -2.05 -0.10 -3.93
C4 -1.80 0.46 -2.68
H3 -2.18 -0.07 -1.74
H4 -1.53 1.57 -2.67
C5 -2.12 -1.88 -5.76
H5 -1.82 -2.91 -5.93
H6 -1.61 -1.28 -6.53
H7 -3.21 -1.85 -5.84
C6 -2.75 0.66 -5.06
H8 -3.70 0.13 -5.30
H9 -2.05 0.63 -5.92
H10 -2.96 1.70 -4.81
Na1 0.72 0.12 3.61
O1 0.31 -0.08 1.51
C7 1.36 -0.18 0.84
O2 2.21 1.54 2.83
C8 2.42 1.82 1.65
O3 2.92 2.99 1.21
N1 2.17 0.96 0.57
C9 3.19 2.90 -0.23
C10 2.55 1.62 -0.73
H11 4.28 2.90 -0.36
H12 2.77 3.81 -0.67
H13 3.25 1.00 -1.31
H14 1.66 1.88 -1.33
C11 1.78 -1.47 0.34
C12 1.05 -2.52 0.76
H15 2.09 -1.55 -0.70
H16 -0.05 -2.31 0.70
H17 1.41 -3.43 0.24
N2 -1.52 0.40 4.94
N3 -1.12 0.54 6.31
C13 0.00 -0.22 6.58
N4 0.78 0.29 7.56
S1 0.31 -1.64 5.75
H18 -1.84 -0.58 4.85
H19 -2.31 1.02 4.79
H20 -1.10 1.52 6.61
H21 1.65 -0.17 7.76
H22 0.57 1.16 8.02

HOMO (spin up / spin down)   -9.30 / -10.04 eV
DFT total energy   -41181.1180 eV
E_LUMO (spin up / spin down)   -4.07 / -4.07 eV
Total charge   +1

=====

Computed, not measured: a structure of composition C13H22N4O3SSr in a non-equilibrium geometry, with wB97M-V/def2-TZVPD.

Atoms and positions in Å:
C1 -3.18 2.42 -1.39
C2 -2.97 2.64 -2.74
H1 -2.91 3.15 -0.63
H2 -3.84 1.62 -1.03
C3 -1.90 2.04 -3.49
C4 -0.82 1.33 -3.00
H3 -0.36 1.55 -2.02
H4 -0.40 0.50 -3.59
C5 -4.00 3.48 -3.45
H5 -4.69 3.87 -2.70
H6 -4.60 2.91 -4.15
H7 -3.58 4.34 -3.97
C6 -2.03 2.20 -5.00
H8 -1.96 3.26 -5.28
H9 -2.98 1.82 -5.39
H10 -1.24 1.67 -5.55
Sr1 2.98 -1.75 2.14
O1 1.13 -0.92 1.07
C7 -0.02 -1.43 0.89
O2 1.91 -3.60 1.03
C8 0.92 -3.63 0.28
O3 0.70 -4.62 -0.57
N1 -0.11 -2.68 0.22
C9 -0.62 -4.44 -1.19
C10 -1.11 -3.06 -0.79
H11 -1.29 -5.22 -0.81
H12 -0.51 -4.58 -2.28
H13 -2.11 -3.07 -0.34
H14 -1.05 -2.38 -1.65
C11 -1.14 -0.86 1.55
C12 -0.93 0.14 2.45
H15 -2.11 -1.33 1.33
H16 -0.04 0.74 2.35
H17 -1.59 0.36 3.29
N2 3.27 0.67 3.26
N3 3.98 0.52 4.52
C13 5.15 -0.21 4.48
N4 5.95 0.06 5.56
S1 5.56 -1.30 3.25
H18 3.77 1.36 2.67
H19 2.38 1.11 3.50
H20 4.05 1.39 5.09
H21 6.80 -0.49 5.65
H22 5.54 0.42 6.43

HOMO (spin up / spin down)   -10.96 / -12.05 eV
DFT total energy   -37595.1314 eV
E_LUMO (spin up / spin down)   -7.35 / -7.35 eV
Total charge   +2

=====

Computed, not measured: the molecule C13H22N4O4 in a non-equilibrium geometry, with wB97M-V/def2-TZVPD.

Atoms and positions in Å:
C1 1.01 1.18 -2.96
N1 0.63 1.07 -1.57
C2 -0.69 1.04 -1.35
C3 -0.75 1.34 -0.13
C4 -2.04 1.52 0.63
C5 -2.72 0.06 0.84
N2 -2.10 -0.46 2.07
C6 -4.26 0.20 1.03
O1 -4.80 0.86 0.21
O2 -4.97 -0.64 1.99
N3 0.53 1.79 0.51
C7 0.90 1.26 1.80
C8 0.53 3.27 0.65
C9 1.59 1.27 -0.42
C10 2.16 -0.15 -0.19
C11 3.48 -0.17 0.30
C12 3.89 -1.29 1.19
N4 5.29 -1.57 0.85
C13 3.53 -1.23 2.69
O3 2.34 -1.49 2.95
O4 4.47 -0.92 3.47
H1 1.70 1.90 -3.18
H2 0.18 1.21 -3.68
H3 1.51 0.27 -3.21
H4 -1.48 0.73 -2.07
H5 -1.88 2.08 1.58
H6 -2.62 2.09 -0.13
H7 -2.54 -0.62 -0.02
H8 -1.12 -0.06 2.21
H9 -2.05 -1.48 2.26
H10 -4.29 -0.97 2.59
H11 0.90 0.14 1.77
H12 0.15 1.55 2.62
H13 1.87 1.55 2.06
H14 0.17 3.83 -0.14
H15 -0.14 3.59 1.39
H16 1.50 3.78 1.00
H17 2.32 2.02 -0.54
H18 1.46 -0.92 0.03
H19 4.21 0.60 0.29
H20 3.39 -2.17 0.95
H21 5.55 -2.45 1.21
H22 5.91 -0.87 1.18

HOMO   -7.51 eV
DFT total energy   -27981.7883 eV
E_LUMO   -0.15 eV
Total charge   0
SMILES   CN1C=C(C[C@@H](N)C(=O)O)[N+](C)(C)[C@H]1/C=C/[C@@H](N)C(=O)[O-]

=====

Computed, not measured: a structure of composition C13H22N4O4ReS4 in a non-equilibrium geometry, with wB97M-V/def2-TZVPD.

Atoms and positions in Å:
Re1 0.16 0.30 0.25
C1 -3.37 -0.61 0.83
C2 -2.96 -0.31 2.25
S1 -1.19 -0.06 2.43
C3 -0.61 -1.72 2.86
C4 -0.65 -2.72 1.71
S2 0.42 -2.13 0.36
C5 -0.51 -2.73 -1.09
C6 -0.11 -1.97 -2.33
S3 -0.17 -0.15 -2.17
C7 -1.81 0.28 -2.76
C8 -2.90 -0.14 -1.82
S4 -2.56 0.62 -0.21
H1 -4.46 -0.51 0.73
H2 -3.09 -1.60 0.49
H3 -3.28 -1.10 2.94
H4 -3.41 0.62 2.60
H5 -1.22 -2.07 3.69
H6 0.40 -1.57 3.23
H7 -1.66 -2.87 1.33
H8 -0.26 -3.68 2.04
H9 -1.57 -2.63 -0.86
H10 -0.28 -3.79 -1.22
H11 -0.74 -2.24 -3.18
H12 0.93 -2.18 -2.59
H13 -1.93 -0.15 -3.75
H14 -1.77 1.37 -2.88
H15 -2.97 -1.22 -1.70
H16 -3.86 0.23 -2.19
N1 4.26 1.81 -0.62
C9 4.18 0.47 -1.27
C10 2.80 -0.15 -1.09
O1 2.60 -1.29 -1.41
O2 1.94 0.70 -0.60
H17 5.23 2.11 -0.48
H18 3.77 1.76 0.32
H19 3.78 2.52 -1.17
H20 4.92 -0.19 -0.83
H21 4.40 0.56 -2.34
N2 -1.12 6.83 0.39
C11 -0.62 5.80 0.27
N3 -0.01 4.66 0.12
C12 -0.07 3.44 0.16
N4 -0.05 2.25 0.17
O3 3.25 1.37 1.65
C13 2.39 0.88 2.34
O4 1.24 0.37 1.95
H22 2.50 0.84 3.43

HOMO (spin up / spin down)   -14.10 / -13.95 eV
DFT total energy   -73445.1449 eV
E_LUMO (spin up / spin down)   -7.50 / -8.00 eV
Multiplicity   2
⟨S²⟩   0.764
Total charge   +2

=====

> What is the total charge in the sixth record?

+1

=====

> Number 5 is which compound?

C13H22Cl3N3O3S2

=====

> Which of these has the highest total charge?

C13H22IrN6S2

=====

> total charge of number 11 (C13H22N4O4ReS4)?

+2